Molecular formula: C33H42AsBaN7O2SSi2
Method: DFT, the ωB97M-V functional and the def2-TZVPD basis

XYZ file:
```
89
Properties=species:S:1:pos:R:3:forces:R:3:mulliken_charge:R:1
Ba 0.0546 -0.1343 0.1526 -0.07 0.28 -0.67 1.2885
C -2.5725 2.2898 -0.8423 -0.03 0.00 -0.03 -0.9382
C -2.8422 2.1800 0.6239 -0.04 0.00 -0.03 0.5391
C -3.9170 2.8282 1.2275 0.02 -0.01 0.01 -0.8894
C -4.0980 2.7123 2.5927 -0.03 0.02 -0.08 -0.6403
C -3.1829 1.9830 3.3313 0.06 -0.06 0.08 -0.8875
C -2.1317 1.3742 2.6614 -0.08 0.06 -0.06 -0.3204
N -1.9857 1.4434 1.3375 -0.06 0.02 0.07 0.7871
C -1.0609 0.6582 3.4033 0.18 0.11 0.34 0.9811
C -0.5852 1.1716 4.6055 0.26 -0.24 0.08 -0.9969
C 0.4866 0.5325 5.2290 -0.22 0.06 -0.24 -0.7984
C 1.0107 -0.6130 4.6544 -0.23 0.31 0.17 -1.0651
C 0.4399 -1.0753 3.4743 0.52 -0.41 0.51 1.2878
N -0.5387 -0.4385 2.8496 -0.36 0.12 -0.13 -0.1129
C 0.9369 -2.3403 2.8671 -0.11 0.16 -0.21 -0.2333
C 1.4325 -3.3850 3.6284 -0.02 0.01 0.04 -0.9603
C 1.8542 -4.5252 2.9670 0.04 -0.12 0.01 -0.6431
C 1.7829 -4.5826 1.5884 0.00 -0.04 0.02 -0.8915
C 1.2847 -3.4883 0.8927 0.04 0.22 -0.03 0.6667
C 1.2529 -3.4400 -0.6047 0.04 -0.06 0.02 -1.0968
N 0.8592 -2.3974 1.5387 0.09 -0.30 -0.15 0.6831
H -3.2955 2.9374 -1.3356 0.02 0.03 0.01 0.4856
H -2.6268 1.2989 -1.3089 0.01 0.02 0.05 -0.1488
H -1.5686 2.6981 -0.9880 -0.01 0.00 -0.03 0.1426
H -4.5988 3.4092 0.6218 0.00 -0.01 0.00 0.4577
H -4.9395 3.1911 3.0765 0.01 -0.01 0.01 0.4327
H -3.2900 1.8670 4.4008 0.01 0.02 0.01 0.5810
H -1.0151 2.0790 5.0033 0.04 0.01 0.07 0.5105
H 0.9215 0.9297 6.1371 -0.06 0.05 -0.01 0.4400
H 1.8619 -1.1138 5.0917 -0.02 -0.03 -0.02 0.4849
H 1.4659 -3.3272 4.7069 -0.02 0.03 -0.01 0.5191
H 2.2364 -5.3675 3.5293 -0.01 0.00 -0.01 0.4323
H 2.1098 -5.4595 1.0470 0.01 0.00 0.01 0.4776
H 1.4300 -4.4286 -1.0248 0.00 0.03 -0.06 0.4706
H 2.0341 -2.7657 -0.9686 0.03 -0.01 0.03 0.2196
H 0.2961 -3.0690 -0.9857 -0.03 -0.05 0.03 -0.0291
N 7.9889 3.8895 -1.2281 0.00 -0.01 -0.01 -0.5556
C 6.8508 3.1891 -0.8558 0.02 0.01 0.04 1.1362
C 5.8668 2.8837 -1.7985 0.00 0.01 -0.03 -0.8072
C 4.7572 2.1445 -1.4385 0.00 -0.02 -0.01 -0.2849
C 4.6220 1.6999 -0.1324 0.06 0.06 0.11 -0.7711
C 5.5934 1.9911 0.8151 0.04 0.02 -0.02 -0.3908
C 6.7039 2.7279 0.4564 -0.04 -0.02 -0.04 -0.8244
S 3.1903 0.8235 0.3522 -0.28 0.01 -0.33 1.6556
O 3.5142 -0.0607 1.4478 0.09 -0.06 0.02 -0.7535
O 2.6916 0.1447 -0.8603 0.09 -0.08 0.33 -0.6936
N 2.0030 1.7629 0.8062 0.04 -0.18 0.14 -0.1202
C 1.8302 3.0961 0.7117 -0.08 0.01 -0.08 -0.1008
N 2.8639 3.9536 0.7572 0.04 0.03 0.00 -0.4069
C 2.5711 5.2434 0.6934 0.00 0.02 0.00 -0.3226
C 1.2783 5.7306 0.6050 -0.04 0.00 -0.02 -0.8698
C 0.2813 4.7676 0.5618 0.01 0.00 0.04 0.0277
N 0.5295 3.4699 0.6028 0.03 -0.01 -0.01 0.0350
H 7.9100 4.4520 -2.0586 0.00 0.01 0.00 0.2241
H 8.4886 4.3473 -0.4846 0.00 0.01 0.00 0.2228
H 5.9838 3.2221 -2.8212 0.00 0.00 0.00 0.2820
H 3.9979 1.8999 -2.1689 0.00 0.00 0.01 0.5014
H 5.4743 1.6339 1.8289 -0.01 0.00 0.00 0.4471
H 7.4715 2.9480 1.1886 0.00 0.00 0.01 0.2832
H 3.4143 5.9278 0.7233 0.02 -0.03 0.00 0.4067
H 1.0660 6.7882 0.5644 -0.02 0.00 0.00 0.3877
H -0.7667 5.0463 0.4839 0.01 0.03 -0.01 0.4033
C -2.7730 -2.6993 -5.0475 -0.05 0.03 0.05 -1.0409
Si -2.9276 -1.1486 -3.9865 0.01 -0.05 -0.05 0.0590
C -4.7378 -0.6298 -4.0404 -0.01 -0.01 -0.03 -1.0152
C -1.9368 0.2331 -4.7982 0.03 -0.02 0.03 -1.0738
As -2.1481 -1.3914 -1.8379 0.09 0.01 0.03 0.2046
Si -2.9982 -3.4102 -1.1499 -0.01 0.00 -0.01 0.3560
C -2.7454 -3.4777 0.7241 -0.06 0.00 0.01 -0.5866
C -4.8335 -3.6351 -1.5144 0.02 0.02 -0.02 -1.0953
C -2.1441 -4.9221 -1.8889 -0.06 -0.04 0.03 -0.9986
H -3.1132 -2.4941 -6.0668 0.01 -0.03 -0.01 0.3634
H -3.3934 -3.5026 -4.6416 0.00 0.00 -0.03 0.2431
H -1.7452 -3.0632 -5.0887 0.02 0.04 0.00 0.2904
H -5.0323 -0.3428 -5.0545 -0.01 -0.01 0.00 0.3442
H -4.9115 0.2205 -3.3780 -0.01 0.00 0.00 0.2811
H -5.3896 -1.4438 -3.7159 0.00 0.01 0.03 0.2760
H -0.8753 -0.0205 -4.8335 0.00 0.01 0.00 0.2796
H -2.0407 1.1587 -4.2265 0.01 0.02 0.00 0.2396
H -2.2776 0.4267 -5.8186 -0.02 -0.01 0.00 0.3316
H -3.5922 -3.0143 1.2361 0.01 0.02 0.00 0.3438
H -1.8494 -2.9268 1.0229 0.04 -0.06 0.02 -0.1945
H -2.6529 -4.5056 1.0860 0.00 0.01 0.01 0.3447
H -5.4107 -2.7818 -1.1543 0.00 0.00 0.01 0.2836
H -5.2229 -4.5432 -1.0452 0.01 -0.01 0.00 0.3660
H -4.9993 -3.7191 -2.5919 -0.01 0.00 0.01 0.2402
H -2.1630 -4.8886 -2.9797 0.01 0.00 0.00 0.2597
H -2.6627 -5.8316 -1.5675 0.03 -0.01 -0.01 0.3468
H -1.1017 -5.0020 -1.5755 0.01 0.03 0.00 0.2047
```
Forces are in eV/Å.

F_max (eV/A): 0.8
E_LUMO (Ha): -0.010
ΔE to the lowest compared entry with this formula, charge and spin (eV): 0.316
Spin multiplicity: 1